Run i
Entry from the Open Molecules 2025 dataset: a structure of composition C6H11NO3S (ωB97M-V/def2-TZVPD).

The geometry in XYZ format:
```
22
Properties=species:S:1:pos:R:3
C 1.810 2.232 1.204
C 0.581 -0.146 1.481
C 0.633 -1.724 1.401
C -0.845 0.011 0.671
C -1.535 0.430 -1.678
C -1.440 -0.804 -2.675
H 1.659 2.530 2.289
H 2.738 2.890 0.989
H 1.034 2.711 0.533
H 0.251 0.203 2.473
H 1.039 -2.324 2.326
H -0.496 -2.321 0.880
H 1.487 -1.896 0.525
H 0.511 0.158 -1.054
H -2.592 0.515 -1.300
H -1.179 1.376 -2.256
H -0.627 -1.773 -1.172
N -0.515 0.252 -0.691
O -1.970 -0.162 1.012
O -0.752 -1.958 -2.127
O -1.968 -0.782 -3.814
S 2.178 0.582 0.985
```

## Properties
HOMO-LUMO gap: 9.8 eV
HOMO: -9.41 eV



Run ii
Entry from the Open Molecules 2025 dataset: a structure of composition C6H11NO3S (ωB97M-V/def2-TZVPD).

The geometry in XYZ format:
```
22
Properties=species:S:1:pos:R:3
C 1.279 -2.051 0.131
C -0.394 -0.903 0.320
C 0.955 -0.611 -0.326
C 0.869 -0.487 -1.843
C 1.794 0.492 0.294
C -2.457 1.112 0.455
N -0.029 -2.192 0.592
O 2.200 -2.803 0.121
O -2.899 -1.520 0.535
O -2.120 -0.528 -1.585
S -2.094 -0.547 -0.146
H -0.380 0.208 2.448
H 1.873 -0.436 -2.267
H 0.324 0.417 -2.111
H 0.342 -1.333 -2.276
H 1.472 1.462 -0.076
H 2.840 0.345 0.034
H 1.687 0.479 1.376
H -1.844 1.807 -0.103
H -3.510 1.301 0.282
H -2.222 1.131 1.513
H -0.567 -2.941 1.005
```

## Properties
HOMO-LUMO gap (alpha / beta): 9.6 / 7.2 eV
HOMO (alpha / beta): -10.16 / -8.29 eV



Run iii
Entry from the Open Molecules 2025 dataset: a structure of composition C6H11NO3S (ωB97M-V/def2-TZVPD).

The geometry in XYZ format:
```
22
Properties=species:S:1:pos:R:3
C -0.542 -0.673 1.902
C 0.314 0.544 2.395
C 1.148 1.093 1.267
C 0.410 -0.192 -0.123
C 1.503 -0.495 -1.073
C -1.574 -0.485 -2.143
N -0.167 -1.150 0.739
O -0.445 -2.209 0.080
O -0.292 1.757 -1.757
O -1.991 1.191 -0.073
S -0.931 0.728 -0.930
H -1.226 -1.200 2.548
H -0.471 1.201 2.775
H 1.083 0.334 3.076
H 0.854 2.133 0.875
H 2.149 0.943 1.219
H 1.577 0.495 -1.750
H 1.186 -1.486 -1.571
H 2.520 -0.787 -0.612
H -1.973 -1.218 -1.491
H -2.468 -0.041 -2.544
H -0.664 -0.484 -2.812
```

## Properties
HOMO-LUMO gap (alpha / beta): 9.4 / 9.4 eV
HOMO (alpha / beta): -9.16 / -9.17 eV



Result of the stability comparison: run i is the most stable of them.



Run i
Entry from the Open Molecules 2025 dataset: a cluster of 4 separate species, C4H13NO3 in total (ωB97M-V/def2-TZVPD).

The geometry in XYZ format:
```
21
Properties=species:S:1:pos:R:3
C 0.699 -1.252 1.307
N 0.099 -0.677 0.070
C 2.906 0.321 1.485
C -0.724 -1.534 -0.709
C -2.078 -1.342 -0.819
O -2.921 -1.894 -1.598
H 0.879 -2.422 1.282
H 1.820 -0.745 1.391
H 0.107 -1.014 2.130
H 0.832 -0.131 -0.245
H 3.428 1.240 1.198
H 2.503 0.626 2.501
H 3.700 -0.432 1.698
H -0.201 -2.416 -1.089
H -2.425 -0.677 0.002
H -1.298 0.877 -0.048
H -0.910 2.399 0.135
O -1.578 1.807 -0.333
H -1.846 2.387 -2.064
H -1.181 2.134 -3.361
O -1.809 2.747 -2.934
```

## Properties
HOMO-LUMO gap: 4.3 eV
HOMO: -8.17 eV



Run ii
Entry from the Open Molecules 2025 dataset: a cluster of 3 separate species, C4H13NO3 in total (ωB97M-V/def2-TZVPD).

The geometry in XYZ format:
```
21
Properties=species:S:1:pos:R:3
C 1.835 0.460 -1.557
C 2.107 0.252 -0.155
N 0.769 0.314 0.493
C 0.057 1.629 0.456
C -0.129 -0.784 0.183
O 2.686 -1.042 0.049
H 0.871 0.093 -1.885
H 2.495 0.964 -2.251
H 2.600 1.047 0.404
H -0.926 1.367 0.865
H 0.135 2.146 -0.489
H 0.472 2.328 1.201
H -0.473 -0.872 -0.866
H 0.371 -1.724 0.394
H -1.098 -0.677 0.688
H -3.918 -1.868 0.653
H 2.364 -1.546 -0.698
O -3.123 -1.581 0.204
H -3.252 1.657 0.164
H -3.201 -0.521 0.148
O -2.699 0.879 0.262
```

## Properties
HOMO-LUMO gap: 3.4 eV
HOMO: -7.53 eV



Result of the stability comparison: run ii is the most stable of them.



Run i
Entry from the Open Molecules 2025 dataset: a cluster of 4 separate species, C4H13NO3 in total (ωB97M-V/def2-TZVPD).

The geometry in XYZ format:
```
21
Properties=species:S:1:pos:R:3
C -0.648 -0.074 -1.104
C -0.432 -1.472 -0.575
C -1.500 -2.227 -0.300
C 1.719 -1.892 -1.256
N 0.881 -1.871 -0.325
H -0.088 0.624 -0.470
H -1.688 0.195 -1.212
H -0.119 0.166 -2.037
H -1.507 -3.083 0.364
H -2.465 -1.947 -0.701
H 2.742 -2.180 -1.040
H 1.514 -1.627 -2.287
H -0.080 2.586 1.922
H 1.009 3.209 1.149
O 0.306 2.556 1.037
H 0.310 -0.684 3.385
H -0.813 0.103 2.824
O -0.295 0.026 3.636
H 0.677 3.267 -1.268
H -0.820 3.198 -1.454
O 0.008 2.961 -1.888
```

## Properties
SMILES string: C=NC(=C)C.O.O.O
HOMO-LUMO gap: 8.9 eV
HOMO: -8.56 eV



Run ii
Entry from the Open Molecules 2025 dataset: a cluster of 3 separate species, C4H13NO3 in total (ωB97M-V/def2-TZVPD).

The geometry in XYZ format:
```
21
Properties=species:S:1:pos:R:3
O -0.747 0.268 -1.665
C 0.012 -0.660 -1.859
C 0.701 -1.352 -0.746
C -0.100 -1.510 0.568
C 0.848 -1.317 1.774
N 0.948 0.035 2.293
H 0.387 -0.787 -2.890
H 1.362 -2.184 -0.984
H 1.503 -0.639 -0.483
H -0.483 -2.534 0.640
H -0.991 -0.889 0.564
H 0.573 -2.023 2.558
H 1.814 -1.731 1.470
H 0.869 0.695 1.529
H 0.159 0.190 2.901
H -1.456 2.061 -2.235
H -2.764 1.959 -1.444
O -2.290 2.517 -2.067
H 0.016 3.317 -0.321
H -0.294 1.883 -0.018
O -0.066 2.701 0.415
```

## Properties
SMILES string: NCCCC=O.O.O
HOMO-LUMO gap: 9.7 eV
HOMO: -9.45 eV



Result of the stability comparison: run ii is the most stable of them.



Run i
Entry from the Open Molecules 2025 dataset: a cluster of 2 separate species, C4H13NO3 in total (ωB97M-V/def2-TZVPD).

The geometry in XYZ format:
```
21
Properties=species:S:1:pos:R:3
C -1.305 0.207 0.617
C -0.307 1.279 0.157
C -0.329 1.477 -1.355
O -1.111 0.016 1.996
O -2.625 0.571 0.333
H -1.726 -0.660 2.302
H -2.799 1.434 0.730
H -1.164 -0.739 0.083
H 0.688 0.999 0.488
H -0.582 2.209 0.663
H -1.347 1.409 -1.731
H 0.070 2.458 -1.610
H 0.288 0.729 -1.848
C 1.954 -1.394 0.689
N 1.539 -1.059 -0.660
O 0.403 -1.869 -1.007
H -0.104 -1.340 -1.638
H 2.281 -1.344 -1.308
H 1.152 -1.122 1.374
H 2.839 -0.801 0.911
H 2.186 -2.459 0.817
```

## Properties
SMILES string: CCC(O)O.CNO
HOMO-LUMO gap: 10.2 eV
HOMO: -9.29 eV



Run ii
Entry from the Open Molecules 2025 dataset: a cluster of 3 separate species, C4H13NO3 in total (ωB97M-V/def2-TZVPD).

The geometry in XYZ format:
```
21
Properties=species:S:1:pos:R:3
C 1.199 -1.422 1.301
C 0.412 -0.754 0.153
C -0.169 -1.687 -0.887
C -1.143 -2.696 -0.348
N -1.557 -3.683 -1.193
O -1.548 -2.696 0.803
H 2.198 -1.744 0.988
H 0.759 -2.373 1.581
H 1.213 -0.713 2.089
H -0.372 -0.163 0.624
H 1.092 0.027 -0.182
H -0.630 -1.110 -1.694
H 0.666 -2.265 -1.296
H -1.244 -3.788 -2.137
H -1.971 -4.475 -0.737
H -0.645 3.970 1.208
H -1.038 5.286 1.885
O -0.704 4.915 1.065
H 2.802 6.358 -0.780
H 1.824 5.340 -1.198
O 2.741 5.395 -0.889
```

## Properties
SMILES string: CCCC(N)=O.O.O
HOMO-LUMO gap: 10.5 eV
HOMO: -9.82 eV



Result of the stability comparison: run ii is the most stable of them.



Run i
Entry from the Open Molecules 2025 dataset: a structure of composition H2LiO (ωB97M-V/def2-TZVPD).

The geometry in XYZ format:
```
4
Properties=species:S:1:pos:R:3
O -0.253 -0.117 0.111
H -0.296 -1.098 0.041
H -0.800 0.209 -0.639
Li 1.348 1.006 0.488
```

## Properties
HOMO-LUMO gap: 13.1 eV
charge: +1
HOMO: -18.19 eV



Run ii
Entry from the Open Molecules 2025 dataset: a structure of composition H2LiO (ωB97M-V/def2-TZVPD).

The geometry in XYZ format:
```
4
Properties=species:S:1:pos:R:3
O -0.185 -0.390 0.113
H -1.000 0.061 -0.204
H -0.394 -1.350 0.055
Li 1.579 1.678 0.036
```

## Properties
HOMO-LUMO gap: 11.2 eV
charge: +1
HOMO: -16.61 eV



Run iii
Entry from the Open Molecules 2025 dataset: a structure of composition H2LiO (ωB97M-V/def2-TZVPD).

The geometry in XYZ format:
```
4
Properties=species:S:1:pos:R:3
O 0.012 0.040 -0.169
H -0.175 -0.922 -0.251
H -0.510 0.457 -0.892
Li 0.672 0.425 1.312
```

## Properties
HOMO-LUMO gap: 13.9 eV
charge: +1
HOMO: -18.90 eV



Result of the stability comparison: run i is the most stable of them.